Below is a structure of composition C13H9MnN2O5Se in a non-equilibrium geometry, with properties calculated with wB97M-V/def2-TZVPD.

Output
* gap between HOMO and LUMO (alpha / beta): 7.15 / 4.95 eV
* charge: +1
* total energy: -4538.48019 hartree
* energy relative to the best compared isomer or geometry (same formula, charge and spin): 0.000 eV
* F_max: 0.1402 hartree/bohr
* multiplicity: 6

Cartesian coordinates (Å):
1 O -4.858 -2.783 -2.082
2 C -4.431 -1.740 -1.839
3 Mn -0.445 0.845 -0.172
4 O 0.355 -1.981 0.456
5 C 0.058 -0.879 0.267
6 C 1.963 2.569 -0.313
7 O 2.218 3.604 -0.840
8 C -0.585 1.066 1.675
9 O -0.880 1.173 2.824
10 C 0.758 0.257 -1.477
11 O 1.565 -0.273 -2.142
12 H -1.587 -0.122 -0.266
13 C 4.881 -1.009 0.370
14 N 3.964 -1.148 1.481
15 C 3.157 -0.160 1.980
16 Se 3.133 1.614 1.452
17 N 2.527 -0.728 3.055
18 C 3.110 -1.936 3.378
19 C 3.080 -2.633 4.575
20 C 4.041 -3.648 4.758
21 C 5.002 -3.924 3.756
22 C 4.993 -3.213 2.563
23 C 4.027 -2.213 2.390
24 H 4.553 -0.160 -0.236
25 H 4.871 -1.929 -0.230
26 H 5.917 -0.807 0.687
27 H 1.854 -0.191 3.606
28 H 2.308 -2.395 5.319
29 H 4.076 -4.228 5.685
30 H 5.755 -4.693 3.938
31 H 5.704 -3.394 1.740

Atoms 1-6, force components in eV/Å:
1.244 3.045 0.710
-1.239 -3.044 -0.709
0.576 1.225 -0.138
-0.598 1.540 -0.214
0.722 -3.718 1.018
0.746 5.978 -3.674

***

Below is a structure of composition C13H9N2O5PdSe in a non-equilibrium geometry, with properties calculated with wB97M-V/def2-TZVPD.

Output
* gap between HOMO and LUMO (alpha / beta): 6.82 / 6.56 eV
* charge: +1
* total energy: -3515.46901 hartree
* energy relative to the best compared isomer or geometry (same formula, charge and spin): 0.000 eV
* F_max: 0.1104 hartree/bohr
* multiplicity: 3

Cartesian coordinates (Å):
1 O 1.316 1.389 -7.335
2 C 1.148 0.883 -6.289
3 Pd -0.634 -0.553 -2.720
4 O -1.398 1.643 -4.774
5 C -0.981 0.926 -3.982
6 C -2.055 -0.528 -1.311
7 O -2.826 -0.684 -0.473
8 C 1.107 -1.647 -2.294
9 O 1.483 -2.390 -1.448
10 C -1.163 -2.154 -3.869
11 O -1.311 -3.072 -4.551
12 H 1.173 -0.785 -3.225
13 C 2.492 -0.152 1.062
14 N 1.178 0.458 1.223
15 C 0.453 1.108 0.259
16 Se 0.948 1.382 -1.499
17 N -0.737 1.453 0.849
18 C -0.782 0.990 2.161
19 C -1.817 0.985 3.093
20 C -1.583 0.296 4.295
21 C -0.365 -0.415 4.491
22 C 0.624 -0.434 3.498
23 C 0.405 0.316 2.366
24 H 3.206 0.178 1.828
25 H 2.878 0.122 0.080
26 H 2.414 -1.242 1.129
27 H -1.436 2.057 0.436
28 H -2.756 1.506 2.904
29 H -2.341 0.303 5.095
30 H -0.185 -0.948 5.425
31 H 1.545 -0.992 3.574

Atoms 1-6, force components in eV/Å:
-0.806 -2.423 5.006
0.927 2.382 -5.067
-0.606 0.264 0.343
0.824 -1.476 1.953
-1.078 2.505 -3.067
-2.204 -0.891 2.947

***

Below is a cluster of 2 separate species, C13H9N4O9S2 in total in a non-equilibrium geometry, with properties calculated with wB97M-V/def2-TZVPD.

Output
* gap between HOMO and LUMO: 2.95 eV
* charge: -1
* total energy: -2193.02239 hartree
* energy relative to the best compared isomer or geometry (same formula, charge and spin): 0.000 eV
* F_max: 0.0828 hartree/bohr

Cartesian coordinates (Å):
1 C 3.047 -0.085 1.473
2 O 1.824 -0.017 0.587
3 C 0.636 -0.030 1.152
4 S -0.319 1.443 1.479
5 O -0.025 1.859 2.840
6 O -0.245 2.381 0.377
7 C -1.913 0.610 1.372
8 C -1.884 -0.778 1.376
9 C -3.074 -1.506 1.279
10 C -4.292 -0.833 1.187
11 C -4.321 0.559 1.179
12 C -3.133 1.285 1.265
13 S -0.253 -1.537 1.496
14 O -0.137 -2.480 0.389
15 O 0.043 -1.938 2.852
16 H 3.886 -0.085 0.781
17 H 3.011 0.800 2.106
18 H 2.974 -1.004 2.052
19 H -3.030 -2.593 1.283
20 H -5.216 -1.400 1.117
21 H -5.268 1.086 1.101
22 H -3.137 2.374 1.258
23 O 4.204 -2.339 3.971
24 N 4.126 -2.192 5.215
25 C 3.848 -0.900 5.754
26 C 3.718 0.244 4.948
27 C 3.731 1.410 5.698
28 N 3.778 2.736 5.298
29 O 3.893 3.278 4.216
30 O 3.633 3.515 6.500
31 N 3.556 2.706 7.629
32 C 3.657 1.432 7.150
33 N 3.695 0.324 7.887
34 C 3.817 -0.801 7.191
35 O 4.287 -3.150 6.013
36 H 3.919 0.235 3.884
37 H 3.891 -1.710 7.797

Atoms 1-6, force components in eV/Å:
-2.140 0.068 -0.983
3.228 -0.058 -0.735
-3.845 -0.099 1.282
2.065 -3.654 -0.724
-0.857 1.177 -0.109
-0.147 0.643 0.550

***

Below is the molecule C13H9N5 in a non-equilibrium geometry, with properties calculated with wB97M-V/def2-TZVPD.

Output
* gap between HOMO and LUMO: 6.18 eV
* total energy: -774.44861 hartree
* energy relative to the best compared isomer or geometry (same formula, charge and spin): 0.078 eV
* SMILES: c1ccc(-n2nc3c(ccc4cnnc43)[nH]2)cc1
* F_max: 0.0681 hartree/bohr

Cartesian coordinates (Å):
1 N 2.029 -0.766 4.378
2 N 1.477 -1.125 3.193
3 N 0.350 -0.851 0.482
4 C 2.380 0.487 4.274
5 C -2.948 -1.763 -3.290
6 C -2.616 -2.481 -2.139
7 C -2.319 -0.572 -3.607
8 C -1.648 -1.963 -1.269
9 C -1.362 -0.024 -2.719
10 C 2.204 2.259 2.336
11 C 1.716 2.370 0.975
12 C -0.999 -0.719 -1.546
13 C 2.079 1.041 3.013
14 C 1.112 1.248 0.430
15 C 1.527 -0.083 2.415
16 C 0.991 0.057 1.142
17 N 0.517 1.094 -0.788
18 N -0.023 -0.234 -0.682
19 H 2.801 1.057 5.110
20 H -3.695 -2.148 -3.966
21 H -3.134 -3.419 -1.891
22 H -2.541 -0.034 -4.534
23 H -1.295 -2.564 -0.427
24 H -0.905 0.931 -3.010
25 H 2.653 3.095 2.830
26 H 1.778 3.286 0.375
27 H -0.131 1.822 -1.086

Atoms 1-6, force components in eV/Å:
0.224 0.387 0.288
-0.315 -1.119 -0.354
-1.596 0.883 -2.987
0.999 1.616 2.022
-0.139 -0.226 -0.193
0.404 0.715 0.465

***

Below is a cluster of 12 separate species, C144H117N3O24 in total in a non-equilibrium geometry, with properties calculated with wB97M-V/def2-TZVPD.

Output
* gap between HOMO and LUMO: 6.65 eV
* total energy: -7527.27266 hartree
* SMILES: O=C1c2ccccc2C(=O)c2ccccc21.O=C1c2ccccc2C(=O)c2ccccc21.O=C1c2ccccc2C(=O)c2ccccc21.O=C1c2ccccc2C(=O)c2ccccc21.O=C1c2ccccc2C(=O)c2ccccc21.O=C1c2ccccc2C(=O)c2ccccc21.O=C1c2ccccc2C(=O)c2ccccc21.O=C1c2ccccc2C(=O)c2ccccc21.O=C1c2ccccc2C(=O)c2ccccc21.COCCNCCOC.COCCNCCOC.COCCNCCOC
* F_max: 0.0917 hartree/bohr

Cartesian coordinates (Å):
1 C 0.100 0.884 6.264
2 C -0.759 1.198 5.168
3 C -2.063 0.735 5.013
4 C -2.452 -0.317 5.902
5 C -1.580 -0.738 6.947
6 C -0.359 -0.097 7.147
7 C -2.021 -1.748 7.956
8 O -1.258 -2.146 8.885
9 C -3.304 -2.394 7.647
10 C -3.616 -3.500 8.457
11 C -4.719 -4.237 8.142
12 C -5.524 -3.872 7.110
13 C -5.313 -2.770 6.341
14 C -4.242 -1.929 6.660
15 C -3.860 -0.777 5.810
16 O -4.641 -0.351 4.941
17 H 1.092 1.312 6.250
18 H -0.518 1.873 4.360
19 H -2.645 0.898 4.118
20 H 0.258 -0.484 7.945
21 H -2.986 -3.938 9.216
22 H -4.854 -5.094 8.785
23 H -6.494 -4.327 6.978
24 H -5.981 -2.358 5.598
25 C 5.703 0.439 -1.564
26 C 4.353 0.168 -1.563
27 C 3.887 -1.134 -1.423
28 C 4.806 -2.188 -1.188
29 C 6.154 -1.929 -1.181
30 C 6.649 -0.572 -1.409
31 C 7.180 -3.050 -0.901
32 O 8.380 -2.969 -1.221
33 C 6.619 -4.350 -0.362
34 C 7.483 -5.412 0.034
35 C 7.043 -6.665 0.514
36 C 5.714 -6.905 0.509
37 C 4.856 -5.974 -0.091
38 C 5.273 -4.688 -0.488
39 C 4.304 -3.653 -0.962
40 O 3.185 -4.048 -1.245
41 H 6.054 1.433 -1.796
42 H 3.508 0.837 -1.619
43 H 2.843 -1.392 -1.520
44 H 7.721 -0.448 -1.445
45 H 8.526 -5.142 -0.041
46 H 7.745 -7.423 0.828
47 H 5.352 -7.810 0.974
48 H 3.842 -6.339 -0.162
49 C 0.850 7.896 -0.584
50 C 0.541 8.796 -1.622
51 C 1.020 8.609 -2.877
52 C 2.003 7.630 -3.143
53 C 2.444 6.756 -2.075
54 C 1.764 6.869 -0.830
55 C 3.508 5.760 -2.219
56 O 3.962 5.218 -1.242
57 C 3.987 5.398 -3.617
58 C 4.921 4.393 -3.841
59 C 5.334 4.153 -5.129
60 C 4.832 4.851 -6.202
61 C 3.788 5.795 -6.010
62 C 3.441 6.156 -4.706
63 C 2.452 7.362 -4.561
64 O 1.981 8.000 -5.487
65 H 0.276 7.861 0.330
66 H -0.329 9.386 -1.374
67 H 0.601 9.262 -3.628
68 H 1.932 6.281 0.060
69 H 5.344 3.784 -3.056
70 H 6.141 3.459 -5.311
71 H 5.214 4.514 -7.155
72 H 3.423 6.306 -6.889
73 C 0.524 3.941 -2.630
74 C 1.247 2.945 -3.255
75 C 1.113 1.645 -2.889
76 C 0.218 1.273 -1.867
77 C -0.486 2.251 -1.129
78 C -0.314 3.607 -1.548
79 C -1.418 1.937 0.019
80 O -2.044 2.864 0.606
81 C -1.491 0.460 0.408
82 C -2.261 0.110 1.508
83 C -2.326 -1.259 1.951
84 C -1.570 -2.240 1.309
85 C -0.821 -1.857 0.177
86 C -0.807 -0.549 -0.367
87 C 0.096 -0.176 -1.584
88 O 0.653 -1.026 -2.284
89 H 0.594 4.953 -3.000
90 H 1.744 3.079 -4.205
91 H 1.600 0.873 -3.467
92 H -0.912 4.371 -1.074
93 H -2.846 0.800 2.098
94 H -2.762 -1.448 2.921
95 H -1.438 -3.275 1.588
96 H -0.140 -2.568 -0.266
97 C 7.588 -2.416 3.646
98 C 8.155 -1.331 4.271
99 C 7.650 -0.061 4.182
100 C 6.490 0.144 3.432
101 C 5.703 -0.888 2.947
102 C 6.280 -2.168 3.094
103 C 4.410 -0.695 2.110
104 O 3.718 -1.592 1.621
105 C 4.018 0.763 2.058
106 C 2.851 1.052 1.328
107 C 2.457 2.404 1.026
108 C 3.213 3.437 1.645
109 C 4.409 3.185 2.355
110 C 4.798 1.841 2.547
111 C 5.915 1.503 3.348
112 O 6.516 2.401 3.910
113 H 8.142 -3.341 3.583
114 H 9.123 -1.556 4.695
115 H 8.204 0.762 4.609
116 H 5.747 -2.996 2.650
117 H 2.304 0.215 0.920
118 H 1.648 2.657 0.357
119 H 3.155 4.429 1.223
120 H 4.915 4.052 2.753
121 C -5.139 4.867 -0.182
122 C -6.371 4.968 -0.772
123 C -7.521 4.372 -0.221
124 C -7.407 3.672 0.943
125 C -6.089 3.513 1.544
126 C -4.901 4.074 0.921
127 C -5.958 2.741 2.847
128 O -4.834 2.447 3.225
129 C -7.207 2.317 3.614
130 C -7.111 1.724 4.847
131 C -8.189 1.086 5.468
132 C -9.504 1.163 4.877
133 C -9.647 1.829 3.645
134 C -8.508 2.351 2.971
135 C -8.657 2.984 1.566
136 O -9.802 3.027 1.022
137 H -4.326 5.403 -0.647
138 H -6.515 5.550 -1.671
139 H -8.482 4.462 -0.706
140 H -3.951 3.967 1.423
141 H -6.185 1.417 5.311
142 H -7.964 0.590 6.401
143 H -10.381 0.641 5.231
144 H -10.621 1.883 3.182
145 C -6.344 -10.581 -0.413
146 C -5.296 -10.531 0.457
147 C -4.795 -9.233 0.811
148 C -5.248 -8.098 0.201
149 C -6.291 -8.178 -0.748
150 C -6.903 -9.406 -1.026
151 C -6.936 -6.951 -1.345
152 O -8.039 -7.004 -1.880
153 C -6.016 -5.695 -1.280
154 C -6.222 -4.654 -2.213
155 C -5.451 -3.457 -2.149
156 C -4.448 -3.379 -1.188
157 C -4.195 -4.451 -0.345
158 C -4.915 -5.665 -0.423
159 C -4.592 -6.788 0.467
160 O -3.972 -6.630 1.494
161 H -6.709 -11.520 -0.800
162 H -4.981 -11.436 0.954
163 H -4.044 -9.075 1.570
164 H -7.597 -9.406 -1.853
165 H -6.835 -4.739 -3.098
166 H -5.496 -2.661 -2.877
167 H -3.838 -2.489 -1.142
168 H -3.393 -4.379 0.375
169 C 5.834 0.860 -5.773
170 C 6.612 1.363 -6.815
171 C 6.069 1.713 -8.058
172 C 4.707 1.700 -8.198
173 C 3.865 1.225 -7.142
174 C 4.472 0.855 -5.927
175 C 2.373 1.019 -7.276
176 O 1.689 0.580 -6.329
177 C 1.815 1.312 -8.704
178 C 0.573 0.756 -9.026
179 C 0.063 0.967 -10.281
180 C 0.811 1.548 -11.285
181 C 2.162 1.839 -11.100
182 C 2.687 1.684 -9.773
183 C 4.117 2.034 -9.555
184 O 4.743 2.571 -10.498
185 H 6.416 0.363 -5.011
186 H 7.689 1.384 -6.727
187 H 6.748 2.099 -8.803
188 H 3.917 0.344 -5.155
189 H -0.026 0.083 -8.430
190 H -0.965 0.720 -10.501
191 H 0.450 1.793 -12.273
192 H 2.828 1.998 -11.935
193 C -1.487 -4.397 -4.303
194 C -0.526 -3.917 -3.388
195 C -0.150 -4.735 -2.350
196 C -0.831 -6.003 -2.144
197 C -1.761 -6.430 -3.084
198 C -2.060 -5.586 -4.168
199 C -2.485 -7.780 -2.930
200 O -3.405 -8.159 -3.736
201 C -1.869 -8.748 -1.947
202 C -2.181 -10.078 -2.093
203 C -1.621 -10.982 -1.291
204 C -0.612 -10.655 -0.337
205 C -0.274 -9.286 -0.193
206 C -0.873 -8.329 -0.997
207 C -0.410 -6.878 -1.012
208 O 0.389 -6.453 -0.115
209 H -1.850 -3.835 -5.151
210 H -0.102 -2.949 -3.608
211 H 0.678 -4.400 -1.743
212 H -2.848 -5.762 -4.885
213 H -3.006 -10.303 -2.753
214 H -2.083 -11.955 -1.216
215 H -0.389 -11.536 0.247
216 H 0.437 -9.078 0.593
217 C -4.440 6.014 -3.523
218 O -3.359 5.172 -3.113
219 C -2.563 4.568 -4.122
220 C -1.550 5.524 -4.655
221 N -1.976 5.914 -5.994
222 C -1.010 6.667 -6.809
223 C -0.102 5.746 -7.595
224 O -0.814 5.350 -8.803
225 C -0.474 4.262 -9.588
226 H -5.326 5.461 -3.836
227 H -4.253 6.752 -4.304
228 H -4.871 6.518 -2.658
229 H -3.070 3.819 -4.729
230 H -2.041 3.848 -3.491
231 H -0.654 4.953 -4.898
232 H -1.259 6.168 -3.826
233 H -2.238 5.214 -6.673
234 H -0.509 7.417 -6.197
235 H -1.435 7.339 -7.554
236 H 0.024 4.907 -6.911
237 H 0.787 6.229 -8.001
238 H -1.196 3.454 -9.469
239 H 0.496 3.916 -9.229
240 H -0.369 4.430 -10.660
241 C 1.806 4.470 8.397
242 O 1.586 4.153 7.006
243 C 1.719 5.231 6.102
244 C 1.226 4.625 4.809
245 N -0.275 4.747 4.695
246 C -0.677 4.592 3.286
247 C -0.325 5.783 2.398
248 O -1.308 6.776 2.548
249 C -1.588 7.345 3.845
250 H 0.977 5.112 8.695
251 H 2.825 4.838 8.513
252 H 1.692 3.585 9.023
253 H 2.771 5.495 5.999
254 H 1.107 6.115 6.279
255 H 1.560 3.588 4.772
256 H 1.852 5.009 4.003
257 H -0.573 4.076 5.389
258 H -1.753 4.450 3.180
259 H -0.281 3.646 2.917
260 H -0.106 5.456 1.382
261 H 0.607 6.242 2.727
262 H -2.132 6.624 4.455
263 H -2.144 8.268 3.678
264 H -0.702 7.593 4.429
265 C 4.265 -2.033 6.135
266 O 3.601 -3.186 6.722
267 C 2.399 -2.875 7.582
268 C 1.735 -4.237 7.692
269 N 1.213 -4.850 6.426
270 C -0.038 -4.182 6.091
271 C -0.291 -4.463 4.605
272 O 0.843 -3.795 4.050
273 C 1.098 -4.401 2.726
274 H 3.654 -1.330 5.568
275 H 5.093 -2.397 5.527
276 H 4.708 -1.400 6.904
277 H 1.827 -2.222 6.923
278 H 2.700 -2.398 8.515
279 H 0.929 -4.228 8.425
280 H 2.610 -4.698 8.150
281 H 1.802 -4.746 5.612
282 H 0.108 -3.106 6.188
283 H -0.810 -4.572 6.753
284 H -1.173 -3.928 4.255
285 H -0.383 -5.503 4.292
286 H 0.210 -4.409 2.094
287 H 1.357 -5.438 2.940
288 H 1.947 -3.909 2.251

Atoms 1-6, force components in eV/Å:
-1.635 -0.567 -1.563
-0.373 0.566 0.111
1.120 -2.627 1.401
0.170 1.524 0.323
-0.760 1.112 -0.070
0.642 0.042 -0.589

***

Below is a structure of composition C14H10AlN2O3SbSe4, with properties calculated with wB97M-V/def2-TZVPD.

Output
* gap between HOMO and LUMO (alpha / beta): 5.78 / 5.52 eV
* total energy: -10963.29152 hartree
* F_max: 0.0180 hartree/bohr

Cartesian coordinates (Å):
1 Al 0.331 0.150 -0.172
2 O 2.996 -3.267 0.275
3 C 3.241 -3.399 -1.046
4 C 4.267 -4.230 -1.496
5 C 4.476 -4.428 -2.844
6 C 3.651 -3.815 -3.780
7 C 2.650 -2.974 -3.345
8 C 2.442 -2.725 -1.984
9 C 1.435 -1.720 -1.610
10 O 1.416 -1.229 -0.385
11 N 0.593 -1.298 -2.528
12 N -0.285 -0.415 -1.921
13 C -1.440 -0.197 -2.426
14 C -2.494 0.435 -1.664
15 C -3.712 0.720 -2.302
16 C -4.798 1.182 -1.598
17 C -4.694 1.346 -0.216
18 C -3.516 1.062 0.444
19 C -2.397 0.614 -0.260
20 O -1.273 0.362 0.410
21 H 3.669 -3.741 0.774
22 H 4.907 -4.714 -0.765
23 H 5.286 -5.068 -3.172
24 H 3.804 -3.982 -4.837
25 H 2.009 -2.469 -4.053
26 H -1.655 -0.585 -3.421
27 H -3.777 0.566 -3.374
28 H -5.727 1.399 -2.108
29 H -5.546 1.701 0.350
30 H -3.423 1.181 1.515
31 Se 4.339 3.595 -2.274
32 Sb 3.512 1.459 -1.290
33 Se 2.765 0.577 -3.499
34 Se 5.350 0.378 -0.174
35 Se 1.518 2.121 0.152

Atoms 1-6, force components in eV/Å:
-0.119 0.056 -0.797
-0.075 0.141 0.059
-0.036 0.036 -0.169
0.031 0.007 0.032
0.035 -0.029 -0.013
-0.022 -0.004 -0.064